# 1
The following is a quantum chemistry calculation of a cluster of 2 separate species, C2H9N2O in total at a distorted geometry, from the OMol25 dataset.

The geometry in XYZ format:
```
14
C2H9N2O | the OMol25 dataset | ωB97M-V with the def2-TZVPD basis set
C 0.039 0.417 -1.535
N 0.015 0.096 1.366
C 1.085 0.484 0.647
N 1.093 -0.099 -0.655
H 0.419 1.226 -2.159
H -0.859 0.676 -0.951
H -0.302 -0.416 -2.144
H 0.130 0.257 2.378
H 2.028 0.352 1.233
H 1.266 1.577 0.483
H 0.954 -1.108 -0.621
H -1.268 -0.791 0.908
H -2.631 -1.597 0.757
O -1.970 -1.075 0.294
```

* multiplicity: 1
* LUMO level: -0.342 Ha
* electronic energy: -7235.4798 eV
* HOMO-LUMO gap: 0.2105 Eh
* F_max: 1.544 eV/A
* total charge: +1
* relative energy (zero: lowest compared OMol25 entry of this formula, charge and spin): 6.876 eV
* highest occupied orbital energy: -15.03 eV

Atomic partial charges in e from the Löwdin method, atoms 1 to 4:
1 C -0.0345
2 N 0.3104
3 C -0.2795
4 N 0.0244



# 2
The following is a quantum chemistry calculation of the molecule C22H32N4O4S at a distorted geometry, from the OMol25 dataset.

The geometry in XYZ format:
```
63
C22H32N4O4S | the OMol25 dataset | ωB97M-V with the def2-TZVPD basis set
C 2.071 -2.954 -5.881
C 1.087 -3.571 -4.895
C 0.422 -2.508 -4.024
C -0.568 -3.124 -3.036
N -1.202 -2.107 -2.232
C -2.526 -1.899 -2.213
O -3.346 -2.551 -2.824
C -2.930 -0.717 -1.332
H -3.992 -0.518 -1.470
H -2.333 0.166 -1.558
S -2.741 -1.048 0.448
C -1.081 -0.545 0.752
N -0.357 -0.252 -0.277
C 0.938 0.139 -0.090
C 1.504 0.163 1.194
C 2.844 0.539 1.393
C 3.562 0.882 0.284
C 2.994 0.858 -1.004
C 1.696 0.492 -1.222
H 1.258 0.477 -2.205
O 3.931 1.241 -1.915
C 5.107 1.514 -1.181
O 4.866 1.283 0.188
H 5.399 2.565 -1.333
H 5.920 0.857 -1.531
H 3.259 0.549 2.386
C 0.684 -0.202 2.339
O 1.072 -0.248 3.488
N -0.646 -0.523 2.033
C -1.510 -0.812 3.163
C -1.896 0.453 3.933
H -0.995 0.877 4.375
H -2.565 0.153 4.741
C -2.590 1.509 3.064
N -1.631 2.248 2.261
C -2.143 2.696 0.981
H -1.325 3.204 0.465
C -3.369 3.617 1.025
H -3.632 3.921 0.015
H -3.166 4.512 1.608
H -4.221 3.105 1.464
H -2.399 1.808 0.396
C -0.916 3.285 2.993
C 0.575 3.273 2.663
H 0.733 3.337 1.589
H 1.067 4.118 3.138
H 1.034 2.357 3.022
H -1.038 3.116 4.065
H -1.325 4.281 2.772
H -3.291 1.007 2.394
H -3.173 2.176 3.720
H -2.399 -1.328 2.799
H -0.954 -1.474 3.833
H -0.617 -1.477 -1.689
H -0.047 -3.834 -2.383
H -1.362 -3.653 -3.568
H -0.107 -1.796 -4.660
H 1.189 -1.961 -3.469
H 0.318 -4.119 -5.443
H 1.612 -4.285 -4.255
H 2.539 -3.726 -6.488
H 1.561 -2.259 -6.544
H 2.853 -2.412 -5.353
```

* multiplicity: 1
* LUMO level: 0.020 Ha
* electronic energy: -48320.2038 eV
* HOMO-LUMO gap: 0.3187 Eh
* SMILES string: CCCCNC(=O)CSc1nc2cc3c(cc2c(=O)n1CCCN(CC)CC)OCO3
* F_max: 1.307 eV/A
* relative energy (zero: lowest compared OMol25 entry of this formula, charge and spin): 0.909 eV
* highest occupied orbital energy: -8.13 eV

Atomic partial charges in e from the Löwdin method, atoms 1 to 4:
1 C -0.1177
2 C -0.2748
3 C -0.2092
4 C -0.1796



# 3
The following is a quantum chemistry calculation of a cluster of 2 separate species, C4H4O3 in total at a distorted geometry, from the OMol25 dataset.

The geometry in XYZ format:
```
11
C4H4O3 | the OMol25 dataset | ωB97M-V with the def2-TZVPD basis set
O 2.139 -1.982 -1.518
C 1.301 -1.235 -1.359
O 0.409 -1.728 0.940
C -0.542 -1.097 0.537
C -0.537 0.352 0.336
C 0.063 1.590 -0.148
O -1.313 1.228 -0.410
H -0.802 0.246 1.461
H -1.592 -1.450 0.567
H 0.676 1.739 -1.040
H 0.199 2.338 0.633
```

* multiplicity: 1
* LUMO level: 0.026 Ha
* electronic energy: -10351.5116 eV
* HOMO-LUMO gap: 0.3956 Eh
* F_max: 1.968 eV/A
* relative energy (zero: lowest compared OMol25 entry of this formula, charge and spin): 3.701 eV
* highest occupied orbital energy: -10.04 eV

Atomic partial charges in e from the Löwdin method, atoms 1 to 4:
1 O 0.0840
2 C 0.0538
3 O 0.0021
4 C -0.3121



# 4
The following is a quantum chemistry calculation of the molecule C5H7NO at a distorted geometry, from the OMol25 dataset.

The geometry in XYZ format:
```
14
C5H7NO | the OMol25 dataset | ωB97M-V with the def2-TZVPD basis set
C 2.100 0.707 1.370
C -0.161 -0.563 -1.124
C 1.046 -0.093 0.701
C -2.486 0.094 -0.285
O -0.089 -1.262 -2.284
N 1.034 -0.225 -0.573
C -1.265 -0.389 -0.332
H -0.974 -1.348 -2.658
H -0.203 -0.299 1.016
H 2.480 0.184 2.248
H 1.657 1.645 1.718
H 2.919 0.939 0.689
H -2.866 0.867 -0.945
H -3.192 -0.256 0.459
```

* multiplicity: 1
* LUMO level: 0.022 Ha
* electronic energy: -8832.3517 eV
* HOMO-LUMO gap: 0.3327 Eh
* SMILES string: C=C=C(O)/N=C/C
* F_max: 3.065 eV/A
* relative energy (zero: lowest compared OMol25 entry of this formula, charge and spin): 3.851 eV
* highest occupied orbital energy: -8.45 eV

Atomic partial charges in e from the Löwdin method, atoms 1 to 4:
1 C -0.0745
2 C -0.4174
3 C -0.1805
4 C -0.0020



# 5
The following is a quantum chemistry calculation of the molecule C11H14BrN4O8P3S at a distorted geometry, from the OMol25 dataset.

The geometry in XYZ format:
```
42
C11H14BrN4O8P3S | the OMol25 dataset | ωB97M-V with the def2-TZVPD basis set
C -2.054 1.702 2.597
C -0.617 2.117 2.086
C -0.280 1.226 0.837
C -0.404 1.694 -0.543
P -1.004 3.488 -0.743
O -2.389 3.675 0.238
Br 0.647 4.900 -0.003
C -0.095 0.823 -1.742
P -0.238 1.548 -3.451
O -1.599 1.290 -4.015
O 0.008 3.176 -3.510
O 0.898 0.926 -4.507
C 0.301 -0.576 -1.472
S 0.616 -1.703 -2.901
C -0.732 -1.601 -4.167
O 1.948 -1.482 -3.492
O 0.591 -3.127 -2.521
C 0.441 -1.039 -0.046
N 0.868 -2.343 0.122
C 1.024 -2.712 1.393
O 1.458 -4.013 1.651
N 2.461 -4.352 0.678
O 3.485 -3.889 0.966
C 0.715 -1.800 2.522
P 0.990 -2.469 4.280
N 1.838 -1.407 5.103
N 0.267 -0.535 2.449
C 0.165 -0.188 1.110
H -2.835 2.451 2.323
H -2.087 1.584 3.718
H -2.388 0.721 2.157
H 0.106 1.842 2.905
H -0.478 3.204 1.894
H -2.312 4.580 0.599
H -0.689 3.516 -4.109
H 1.751 1.231 -4.120
H -1.054 -2.642 -4.451
H -0.394 -1.104 -5.105
H -1.646 -1.126 -3.713
H 1.721 -3.687 4.195
H -0.264 -2.773 4.880
H 1.283 -1.137 5.920
```

* multiplicity: 1
* LUMO level: -0.076 Ha
* electronic energy: -142713.1206 eV
* HOMO-LUMO gap: 0.2533 Eh
* SMILES string: CCc1c(P(O)Br)c(P(=O)(O)O)c(S(C)(=O)=O)c2nc(ON=O)c([PH2]=N)nc12
* F_max: 5.566 eV/A
* highest occupied orbital energy: -8.96 eV

Atomic partial charges in e from the Löwdin method, atoms 1 to 4:
1 C -0.0987
2 C -0.2121
3 C -0.1166
4 C -0.2996



# 6
The following is a quantum chemistry calculation of a cluster of 2 separate species, C3H10NS in total at a distorted geometry, from the OMol25 dataset.

The geometry in XYZ format:
```
15
C3H10NS | the OMol25 dataset | ωB97M-V with the def2-TZVPD basis set
C 1.280 -1.773 -1.526
N 1.629 -1.595 -0.093
H 0.201 -1.867 -1.633
H 1.650 -0.928 -2.089
H 1.671 -2.760 -1.801
H 0.949 -2.128 0.445
H 1.410 -0.632 0.127
C -0.832 2.225 0.655
C -1.321 0.813 1.032
S -1.625 -0.245 -0.390
H 0.213 2.109 0.354
H -1.468 2.736 -0.056
H -0.792 2.838 1.572
H -0.714 0.296 1.788
H -2.252 0.910 1.615
```

* multiplicity: 1
* LUMO level: 0.156 Ha
* electronic energy: -15598.8707 eV
* HOMO-LUMO gap: 0.2410 Eh
* F_max: 1.967 eV/A
* total charge: -1
* relative energy (zero: lowest compared OMol25 entry of this formula, charge and spin): 0.930 eV
* highest occupied orbital energy: -2.32 eV

Atomic partial charges in e from the Löwdin method, atoms 1 to 4:
1 C -0.2456
2 N -0.0971
3 H -0.0137
4 H 0.0572



- Which of these has the highest F_max?
  C11H14BrN4O8P3S



- The highest LUMO level belongs to which entry?
  C3H10NS



- Among the records above, which one has the highest highest occupied orbital energy?
  C3H10NS